Record 1
{
  "formula": "C3H10N3Si",
  "method": "the ωB97M-V functional and the def2-TZVPD basis",
  "charge": 1,
  "fmax_ev_per_a": 5.9,
  "homo_ev": [-15.02, -14.59],
  "energy_ha": -573.5823,
  "lumo_energy_ha": [-0.15136, -0.33622],
  "relative_energy_kcal_mol": 139.3,
  "elements": ["C", "C", "C", "N", "N", "N", "Si", "H", "H", "H", "H", "H", "H", "H", "H", "H", "H"],
  "coordinates": [[-0.9175, 1.5527, -0.7837], [0.1819, 0.5044, 2.1011], [2.0473, 0.2050, -0.3061], [-0.3844, -1.2818, -0.2364], [-0.9423, -1.9641, -1.0066], [-1.3093, -2.7057, -1.7845], [0.1784, 0.3410, 0.1920], [-0.7613, 1.3459, -1.9256], [-1.9811, 1.3262, -0.5737], [-0.8050, 2.4803, -0.4341], [0.6634, 1.4060, 2.2907], [-0.8611, 0.7065, 2.3497], [0.7851, -0.3571, 2.4355], [2.5369, -0.6619, 0.1310], [2.1573, 0.0587, -1.3013], [2.7899, 1.0019, 0.0119], [-3.3783, -3.9580, -1.1599]]
}

---

Record 2
{
  "formula": "C31H26N6O7S2Ti",
  "method": "the ωB97M-V functional and the def2-TZVPD basis",
  "charge": -1,
  "fmax_ev_per_a": 3.8,
  "homo_ev": [-2.99, -4.72],
  "energy_ha": -3698.2110,
  "multiplicity": 2,
  "lumo_energy_ha": [0.09357, 0.09116],
  "s_squared": 0.77,
  "relative_energy_kcal_mol": 36.9,
  "elements": ["Ti", "N", "C", "S", "N", "N", "C", "C", "C", "C", "C", "C", "C", "O", "H", "H", "H", "H", "H", "H", "H", "C", "O", "C", "N", "C", "C", "C", "C", "C", "C", "C", "C", "C", "C", "C", "C", "N", "C", "N", "C", "C", "O", "C", "C", "C", "C", "C", "C", "H", "H", "H", "H", "H", "H", "H", "H", "H", "H", "H", "H", "H", "H", "H", "H", "H", "H", "H", "O", "S", "O", "O", "O"],
  "coordinates": [[-0.8053, 0.7800, 0.5817], [0.3357, 4.1397, 3.4651], [0.1083, 2.9945, 2.7349], [-1.4928, 2.4487, 2.5991], [1.1823, 2.3740, 2.3164], [1.0628, 1.2672, 1.5614], [2.1821, 0.6224, 1.4146], [2.4004, -0.4635, 0.5162], [3.6464, -1.0993, 0.4496], [3.9066, -2.0631, -0.5000], [2.9257, -2.3985, -1.4326], [1.6836, -1.8072, -1.3823], [1.3827, -0.8327, -0.4123], [0.2214, -0.2630, -0.3814], [-0.4593, 4.7562, 3.4988], [1.2282, 4.5805, 3.2965], [3.0510, 0.9976, 1.9640], [4.4114, -0.8178, 1.1643], [4.8701, -2.5523, -0.5331], [3.1458, -3.1311, -2.1988], [0.9001, -2.0461, -2.0853], [-2.3598, 0.5166, -4.5486], [-3.2039, -0.0620, -3.5666], [-2.3687, -0.5102, -2.5925], [-1.1306, -0.5480, -2.8589], [-0.9593, -0.0645, -4.2115], [0.1181, 0.9570, -4.4254], [0.6619, 1.0746, -5.7002], [1.5807, 2.0675, -5.9876], [1.9710, 2.9482, -4.9916], [1.4458, 2.8201, -3.7161], [0.5185, 1.8319, -3.4259], [-2.9884, -1.0331, -1.3714], [-4.2551, -1.6107, -1.4546], [-4.8410, -2.1102, -0.2795], [-4.1508, -2.0231, 0.8952], [-2.8661, -1.4126, 0.8934], [-2.2886, -0.9410, -0.2522], [-2.1271, -1.1988, 2.0626], [-0.9903, -0.5116, 2.1165], [-0.5372, -0.5039, 3.5006], [-1.6132, -1.3518, 4.2417], [-2.5672, -1.7032, 3.2629], [0.8308, -1.1085, 3.7035], [1.1719, -2.3121, 3.0973], [2.3624, -2.9398, 3.4167], [3.2235, -2.3708, 4.3404], [2.9072, -1.1526, 4.9159], [1.7156, -0.5242, 4.6015], [-2.7175, 0.2458, -5.5445], [-2.3692, 1.6040, -4.4109], [-0.7361, -0.9422, -4.8427], [0.3543, 0.3765, -6.4692], [1.9794, 2.1598, -6.9902], [2.6944, 3.7222, -5.2140], [1.7393, 3.5098, -2.9384], [0.1011, 1.7533, -2.4308], [-4.7647, -1.6552, -2.4038], [-5.8274, -2.5513, -0.3138], [-4.5446, -2.3739, 1.8368], [-0.5430, 0.5287, 3.8838], [-1.1877, -2.2757, 4.6575], [-2.1124, -0.7940, 5.0403], [0.4903, -2.7487, 2.3801], [2.6174, -3.8813, 2.9535], [4.1408, -2.8748, 4.6083], [3.5848, -0.6929, 5.6208], [1.4677, 0.4246, 5.0555], [-2.5239, 1.5078, 0.2731], [-1.9519, 2.6102, -0.5976], [-2.2446, 2.3346, -1.9826], [-0.4582, 2.3802, -0.3281], [-2.3350, 3.9207, -0.1478]]
}

---

Record 3
{
  "formula": "C14H29F3N3O9SV",
  "method": "the ωB97M-V functional and the def2-TZVPD basis",
  "charge": -1,
  "fmax_ev_per_a": 2.6,
  "homo_ev": [-2.99, -3.94],
  "energy_ha": -3034.2475,
  "multiplicity": 4,
  "lumo_energy_ha": [0.08558, 0.08548],
  "s_squared": 3.75,
  "elements": ["V", "C", "C", "O", "O", "H", "H", "H", "C", "C", "O", "H", "H", "H", "H", "H", "C", "F", "F", "F", "S", "O", "O", "O", "C", "C", "O", "N", "C", "H", "H", "H", "H", "H", "H", "H", "C", "C", "O", "N", "C", "H", "H", "H", "H", "H", "H", "H", "C", "C", "O", "N", "C", "H", "H", "H", "H", "H", "H", "H"],
  "coordinates": [[19.8329, -18.7540, -21.5071], [16.6644, -16.2454, -19.1626], [17.8311, -17.2235, -19.2243], [18.3357, -17.5245, -20.3471], [18.2726, -17.6180, -18.1219], [16.5819, -15.6854, -20.0971], [16.8530, -15.5031, -18.3909], [15.8000, -16.8844, -18.9827], [22.9662, -19.7435, -18.4051], [22.4292, -19.4778, -19.8084], [21.1213, -19.0673, -19.8097], [22.8356, -18.9029, -17.7261], [23.9991, -20.1009, -18.4871], [22.4099, -20.5792, -17.9657], [22.6237, -20.3668, -20.4451], [23.1388, -18.7718, -20.2897], [16.1042, -17.4227, -23.2627], [15.0196, -17.4095, -24.0347], [16.5186, -16.1511, -23.0620], [15.8609, -17.9296, -22.0447], [17.5113, -18.3331, -24.1152], [18.4764, -18.5065, -23.0295], [16.9699, -19.5517, -24.6750], [17.9250, -17.3656, -25.1108], [18.3172, -22.8824, -22.2669], [18.4550, -21.8183, -21.2125], [19.1799, -20.8423, -21.3303], [17.5890, -21.9018, -20.1997], [17.3679, -20.9359, -19.0761], [19.2297, -23.3004, -22.6911], [17.7838, -22.6119, -23.1842], [17.6266, -23.6430, -21.8898], [17.2165, -22.7989, -19.9328], [16.2897, -20.8088, -19.1639], [17.8266, -19.9777, -19.3228], [17.8406, -21.3915, -18.2123], [23.1214, -21.0229, -23.3149], [21.7269, -20.5039, -23.6669], [21.0987, -19.6954, -23.0051], [21.2147, -21.0967, -24.7565], [19.9002, -20.9026, -25.2817], [23.4392, -20.5342, -22.3893], [23.8517, -20.8712, -24.1081], [23.2043, -22.0519, -22.9543], [21.8130, -21.7555, -25.2257], [19.5761, -19.8700, -25.1705], [19.1366, -21.5232, -24.8248], [19.8636, -20.9150, -26.3739], [19.8279, -14.7283, -22.4545], [20.6412, -15.9300, -22.9124], [20.8644, -16.8263, -22.1065], [21.0976, -15.9008, -24.1777], [21.7222, -17.0340, -24.8274], [20.4528, -13.8386, -22.3907], [19.2945, -14.9565, -21.5367], [19.0411, -14.5894, -23.2064], [20.6749, -15.1797, -24.7365], [22.2056, -16.6751, -25.7445], [20.9334, -17.6309, -25.2997], [22.4518, -17.6691, -24.3420]]
}

---

Record 4
{
  "formula": "H24O12",
  "method": "the ωB97M-V functional and the def2-TZVPD basis",
  "fmax_ev_per_a": 7.7,
  "smiles": "O.O.O.O.O.O.O.O.O.O.O.O",
  "homo_ev": -8.77,
  "energy_ha": -917.0783,
  "lumo_energy_ha": -0.00824,
  "relative_energy_kcal_mol": 155.0,
  "elements": ["H", "H", "H", "H", "H", "H", "H", "H", "H", "H", "H", "H", "H", "H", "H", "H", "H", "H", "H", "H", "H", "H", "H", "H", "O", "O", "O", "O", "O", "O", "O", "O", "O", "O", "O", "O"],
  "coordinates": [[-0.5517, -0.0955, -0.2431], [0.3613, 0.7399, 0.6394], [-1.9305, -1.4869, 0.2170], [-3.0968, -2.1278, 0.9512], [3.0747, 1.4607, -0.8456], [3.9165, 2.6925, -0.5557], [1.1171, 4.7832, -1.5955], [0.2908, 4.9127, -0.3265], [-4.7692, 1.3156, 0.6459], [-4.1308, 1.1552, 2.0159], [-1.4370, -0.3708, 2.1742], [0.0614, -0.4473, 1.9313], [-4.6230, -2.9005, -2.0140], [-3.1190, -3.0942, -1.9111], [0.7236, -1.1603, -1.8208], [0.8025, -2.4869, -2.5583], [2.2006, 0.7569, 2.4081], [2.0340, -0.5389, 3.1846], [-2.7251, 3.0549, -1.3602], [-2.9518, 1.7771, -0.5691], [3.0687, -1.4893, 1.4076], [4.2285, -0.8033, 0.7045], [3.5967, -2.3711, -1.0376], [4.4687, -3.5494, -0.6361], [0.2786, -0.1356, 0.2449], [-2.7565, -1.9600, 0.0652], [3.2765, 2.3401, -1.1844], [1.0040, 5.3382, -0.8157], [-4.7883, 1.6751, 1.5400], [-0.7733, -0.8478, 1.6633], [-3.8532, -2.6174, -1.5078], [0.2484, -1.9894, -1.9463], [1.6760, -0.0512, 2.4343], [-2.5843, 2.1022, -1.3988], [3.2857, -0.9833, 0.6165], [4.3761, -2.5974, -0.5176]]
}

---

Record 5
{
  "formula": "C3H5NO2",
  "method": "the ωB97M-V functional and the def2-TZVPD basis",
  "fmax_ev_per_a": 1.3,
  "smiles": "N#CCC=O.O",
  "homo_ev": -11.03,
  "energy_ha": -322.5195,
  "lumo_energy_ha": 0.00836,
  "relative_energy_kcal_mol": 34.4,
  "elements": ["O", "C", "C", "O", "C", "N", "H", "H", "H", "H", "H"],
  "coordinates": [[1.8699, -0.1927, 0.0748], [0.9096, -0.8152, -0.3082], [-0.4773, -0.6849, 0.3165], [0.4198, 2.1686, 0.0468], [-1.5785, -0.8587, -0.6224], [-2.4872, -1.0311, -1.3178], [1.1923, 1.5915, 0.1587], [1.0121, -1.5163, -1.1567], [-0.5670, -1.4813, 1.0713], [-0.5633, 0.2856, 0.8112], [0.2696, 2.5346, 0.9257]]
}

---

Record 6
{
  "formula": "C2H6S",
  "method": "the ωB97M-V functional and the def2-TZVPD basis",
  "fmax_ev_per_a": 3.1,
  "smiles": "C=C.S",
  "homo_ev": -9.15,
  "energy_ha": -477.8916,
  "lumo_energy_ha": 0.03136,
  "relative_energy_kcal_mol": 53.0,
  "elements": ["S", "H", "H", "C", "C", "H", "H", "H", "H"],
  "coordinates": [[-1.3773, -2.2872, -0.3470], [-2.5194, -1.7307, -0.9099], [-1.3160, -1.3394, 0.6420], [0.2123, 1.0604, -0.0734], [1.5245, 0.8680, 0.2331], [-0.5707, 0.8861, 0.6017], [0.0993, 1.5298, -1.0281], [1.8649, 0.7940, 1.3225], [2.0823, 0.2191, -0.4407]]
}

---

Record 7
{
  "formula": "C4H11NO2",
  "method": "the ωB97M-V functional and the def2-TZVPD basis",
  "fmax_ev_per_a": 3.0,
  "smiles": "C=CC(=C)N.O.O",
  "homo_ev": -7.25,
  "energy_ha": -364.1673,
  "lumo_energy_ha": 0.02084,
  "relative_energy_kcal_mol": 63.3,
  "elements": ["N", "C", "C", "C", "C", "H", "H", "H", "H", "H", "H", "H", "H", "H", "O", "H", "H", "O"],
  "coordinates": [[-1.0801, 0.6013, -0.0470], [0.2742, 0.6089, -0.2394], [1.1385, 0.0318, 0.6018], [1.9471, 1.8955, -1.5105], [0.6884, 1.5559, -1.2874], [-1.5866, 0.0866, 0.6702], [-1.6770, 0.9838, -0.7981], [2.1886, -0.0624, 0.3992], [0.9095, -0.5579, 1.4942], [2.1406, 2.5524, -2.2566], [2.6761, 1.5452, -0.8085], [-0.0834, 2.0168, -1.8966], [-2.6323, -1.7150, 1.6596], [-1.6115, -1.1022, 2.6872], [-2.1637, -0.8701, 1.9166], [-1.1843, -2.4852, -0.4471], [0.4752, -2.6480, -0.2237], [-0.4193, -2.4373, 0.0861]]
}

---

Record 8
{
  "formula": "C23H24N2O3S",
  "method": "the ωB97M-V functional and the def2-TZVPD basis",
  "fmax_ev_per_a": 0.8,
  "smiles": "Cc1cccc(/C=C2\\Sc3ccc(C(=O)NC[C@@H]4CCCO4)cc3N(C)C2=O)c1",
  "homo_ev": -7.94,
  "energy_ha": -1624.2932,
  "lumo_energy_ha": 0.00306,
  "relative_energy_kcal_mol": 6.6,
  "elements": ["C", "C", "C", "C", "C", "C", "C", "H", "H", "H", "C", "C", "C", "O", "N", "C", "C", "C", "C", "C", "C", "S", "H", "H", "C", "O", "N", "H", "C", "H", "H", "C", "H", "C", "H", "H", "C", "H", "C", "H", "O", "H", "H", "H", "C", "H", "H", "H", "H", "H", "H", "H", "H"],
  "coordinates": [[6.3515, 3.5379, 1.0112], [6.3878, 2.1375, 0.4791], [5.2805, 1.5890, -0.1480], [5.3044, 0.2909, -0.6601], [6.4905, -0.4441, -0.5613], [7.5943, 0.0932, 0.0684], [7.5445, 1.3744, 0.5918], [8.4127, 1.7917, 1.0815], [8.5023, -0.4863, 0.1508], [6.5290, -1.4448, -0.9658], [4.1653, -0.3272, -1.3003], [2.8499, -0.1147, -1.0935], [1.8967, -0.8681, -1.9336], [2.2764, -1.3751, -2.9752], [0.5842, -0.9846, -1.5448], [0.0676, -0.6045, -0.3053], [-1.1349, -1.1430, 0.1542], [-1.6917, -0.7438, 1.3624], [-1.0381, 0.2016, 2.1465], [0.1548, 0.7368, 1.7128], [0.7086, 0.3395, 0.5020], [2.2346, 1.0812, 0.0406], [0.6822, 1.4691, 2.3042], [-1.4737, 0.4941, 3.0883], [-2.9718, -1.3176, 1.8773], [-3.1670, -1.5139, 3.0581], [-3.8785, -1.6249, 0.9128], [-3.7108, -1.2925, -0.0233], [-5.2379, -1.9710, 1.2409], [-5.2882, -2.0155, 2.3314], [-5.4955, -2.9513, 0.8247], [-6.2327, -0.9217, 0.7230], [-7.2330, -1.1944, 1.0925], [-6.2513, -0.7869, -0.8186], [-7.2758, -0.8454, -1.1850], [-5.6751, -1.5746, -1.3014], [-5.6766, 0.6092, -1.0708], [-4.5932, 0.5747, -1.1971], [-6.0241, 1.3193, 0.2376], [-7.0645, 1.6772, 0.2129], [-5.8666, 0.3462, 1.2441], [-5.3645, 2.1541, 0.4772], [-6.1143, 1.0983, -1.9377], [-1.6235, -1.9169, -0.4146], [-0.2884, -1.6799, -2.4712], [-0.4641, -2.7115, -2.1593], [-1.2354, -1.1474, -2.5570], [0.2119, -1.6960, -3.4384], [4.3950, -1.1030, -2.0216], [4.3973, 2.1960, -0.2737], [6.7670, 3.5765, 2.0164], [6.9489, 4.1945, 0.3786], [5.3337, 3.9179, 1.0360]]
}

---

Record 9
{
  "formula": "C12H18AsCa2F6NO12",
  "method": "the ωB97M-V functional and the def2-TZVPD basis",
  "charge": 1,
  "fmax_ev_per_a": 5.9,
  "homo_ev": [-9.56, -12.57],
  "energy_ha": -5615.6832,
  "multiplicity": 2,
  "lumo_energy_ha": [-0.17127, -0.18049],
  "s_squared": 0.75,
  "elements": ["Ca", "Ca", "As", "F", "F", "F", "F", "F", "F", "N", "O", "O", "O", "C", "C", "C", "O", "C", "O", "O", "H", "H", "H", "H", "H", "H", "C", "C", "C", "O", "C", "O", "O", "H", "H", "H", "H", "H", "H", "C", "C", "C", "O", "C", "O", "O", "H", "H", "H", "H", "H", "H"],
  "coordinates": [[-0.2501, 1.4093, -3.1932], [-4.4584, 1.3453, -3.9949], [-2.1331, 4.6615, -3.8463], [-1.3362, 3.2766, -2.9965], [-1.0848, 4.3226, -5.2696], [-2.9721, 5.9333, -4.7558], [-3.0861, 5.0579, -2.3668], [-0.8691, 5.7379, -3.3137], [-3.5525, 3.4834, -4.2922], [-2.2386, 0.5438, -0.9238], [-1.1594, 1.0441, -1.0376], [-3.0501, 0.7914, -1.8021], [-2.5260, 0.0288, 0.1580], [-3.7529, -2.8651, -1.9733], [-2.6828, -3.1107, -0.8421], [-3.2711, -3.6882, 0.4480], [-2.2375, -4.5919, 0.9472], [-1.2852, -4.8191, -0.0926], [-0.2918, -5.5301, -0.1149], [-1.6324, -4.0441, -1.1333], [-3.8799, -3.7806, -2.5510], [-3.5529, -2.0280, -2.6422], [-4.7025, -2.6239, -1.4957], [-2.1703, -2.1737, -0.6242], [-4.2687, -3.9790, 0.1187], [-3.2130, -2.7741, 1.0389], [4.9123, 0.1279, 1.1519], [4.1313, 1.4316, 0.8288], [4.8483, 2.2140, -0.2678], [3.8548, 2.3571, -1.2871], [2.7325, 1.5903, -1.0064], [1.7104, 1.3094, -1.7316], [2.7968, 1.2345, 0.3269], [5.9567, 0.2683, 0.8733], [4.2991, -0.6820, 0.7569], [4.9333, -0.1191, 2.2134], [3.9776, 1.9648, 1.7669], [5.7160, 1.7150, -0.6994], [5.1369, 3.2295, 0.0035], [0.1538, -0.7699, 1.8883], [0.1056, -0.3694, 3.4427], [0.7683, -1.4237, 4.3191], [2.1593, -1.1155, 4.2839], [2.2634, 0.1979, 4.1642], [3.1995, 0.9786, 4.2229], [1.1241, 0.6282, 3.7773], [0.0799, 0.0839, 1.2147], [-0.6694, -1.4519, 1.6752], [1.0878, -1.2814, 1.6560], [-0.8357, 0.0243, 3.8263], [0.6523, -2.3531, 3.7615], [0.5627, -1.4169, 5.3895]]
}